No. 1
Formula: C3H7O2P
Source: the OMol25 dataset
Level of theory: ωB97M-V with the def2-TZVPD basis set

Geometry as XYZ:
```
13
Properties=species:S:1:pos:R:3:forces:R:3:nbo_charge:R:1
C 1.25865 0.03844 -1.33604 6.7 -6.8 -2.7 -0.360
C 0.29513 0.76628 -0.87254 -11.0 5.8 7.4 -0.167
C -0.42958 0.27088 0.54356 4.5 -1.5 -3.5 0.289
O 0.57638 -0.43388 1.31691 0.5 -0.6 0.7 -0.806
O -0.80304 1.35737 1.19834 -0.7 2.1 -1.0 -0.691
P -1.67740 -1.22204 0.36516 1.2 0.4 1.5 0.238
H 1.94950 0.25089 -2.06889 1.4 0.6 -1.3 0.179
H 1.34305 -0.84843 -0.74958 0.7 -1.0 -0.4 0.182
H -0.13356 1.72158 -1.08709 0.2 0.3 -0.8 0.189
H 1.43826 -0.00274 1.52461 -1.2 0.3 -0.6 0.487
H -1.10441 0.99206 1.98913 -1.2 -0.2 2.7 0.475
H -0.66318 -2.18614 -0.00048 -0.6 0.6 -0.3 0.011
H -2.04981 -0.70427 -0.82311 -0.6 -0.1 -1.7 -0.027
```
Forces are in eV/Å.

- Net charge: 0
- HOMO-LUMO gap (spin up / spin down): 6.16 / 7.07 eV
- 2S+1: 3
- LUMO (spin up / spin down): 0.8 / -2.5 eV



No. 2
Formula: C3H7O2S
Source: the OMol25 dataset
Level of theory: ωB97M-V with the def2-TZVPD basis set

Geometry as XYZ:
```
13
Properties=species:S:1:pos:R:3:forces:R:3:nbo_charge:R:1
C 0.67651 1.28456 1.04224 0.0 0.4 1.5 -0.620
C 0.99953 -0.20589 1.07045 -0.8 0.0 -2.2 -0.503
S 1.68225 -0.75222 -0.57001 1.2 0.2 0.3 -0.315
H -0.03188 1.62557 0.28792 0.4 -0.4 -0.5 0.218
H 1.63810 1.81019 0.98842 -0.4 0.2 -0.3 0.199
H 0.15855 1.63467 1.97047 0.5 -0.4 -0.2 0.179
H 1.73369 -0.49117 1.81629 -0.2 0.0 0.2 0.201
H 0.10198 -0.81461 1.08542 -0.2 0.0 0.8 0.212
H 0.51723 -0.74860 -1.44067 -0.4 0.0 0.7 0.282
O -2.90201 -1.52995 -1.72092 -0.5 0.1 0.4 -0.719
C -1.89923 -0.85272 -1.53856 1.2 0.2 -0.8 0.639
O -0.74907 -1.05115 -2.06890 -0.5 0.0 0.0 -0.788
H -1.92565 0.09132 -0.92215 -0.3 -0.3 0.1 0.014
```
Forces are in eV/Å.

- Net charge: -1
- HOMO-LUMO gap: 8.05 eV
- LUMO: 3.7 eV



No. 3
Formula: C3H7O2S
Source: the OMol25 dataset
Level of theory: ωB97M-V with the def2-TZVPD basis set

Geometry as XYZ:
```
13
Properties=species:S:1:pos:R:3:forces:R:3:nbo_charge:R:1
C -1.22836 -0.88777 1.14240 0.2 -0.4 -1.4 -0.717
S -1.90411 -1.28713 -0.54110 0.6 0.2 0.2 0.088
C -0.37437 -1.49171 -1.54934 -0.5 0.5 0.6 -0.726
H -1.43869 0.14231 1.41794 -0.2 -0.2 0.1 0.240
H -0.14904 -0.94725 1.00519 0.0 0.0 0.5 0.258
H -1.62273 -1.67192 1.78264 0.1 0.3 0.4 0.199
H 0.20676 -2.36082 -1.23949 -0.3 -0.2 -0.3 0.203
H -0.78441 -1.53819 -2.55545 0.3 -0.4 -0.2 0.211
H 0.29191 -0.63177 -1.49554 -0.2 0.2 0.2 0.236
O 2.78985 2.26751 -0.03385 0.2 0.0 0.2 -0.765
C 1.66145 1.93020 0.33566 -1.8 -0.5 0.0 0.643
O 1.25994 1.20166 1.30078 0.6 0.8 -1.0 -0.821
H 0.76303 2.32181 -0.35868 1.0 -0.4 0.8 -0.050
```
Forces are in eV/Å.

- Net charge: -1
- HOMO-LUMO gap: 7.16 eV
- LUMO: 3.2 eV



No. 4
Formula: C3H7O2Y
Source: the OMol25 dataset
Level of theory: ωB97M-V with the def2-TZVPD basis set

Geometry as XYZ:
```
13
Properties=species:S:1:pos:R:3:forces:R:3:nbo_charge:R:1
O 2.53061 -0.02475 -0.44284 2.1 -0.5 -4.8 -0.987
C 1.50464 -0.13289 0.46745 -0.8 0.3 1.6 -0.076
C 0.12615 -0.06107 -0.17198 -1.1 -0.1 -0.4 -0.081
O -0.80618 0.26172 0.83159 0.6 -0.4 0.2 -0.526
C -2.13966 0.24258 0.39234 -0.3 0.1 -0.4 -0.250
Y 3.24466 -0.19630 -2.47722 -1.3 0.4 4.0 1.684
H 1.61058 0.64405 1.25193 -0.1 -0.1 -0.5 0.199
H 1.56174 -1.09072 1.02486 0.1 0.3 -0.4 0.187
H -0.06393 -1.03099 -0.67064 -0.2 -0.2 0.5 0.149
H -0.09690 0.62589 -1.01234 1.1 0.5 0.2 0.154
H -2.29255 0.92936 -0.45858 0.1 -0.1 0.1 0.162
H -2.41774 -0.76738 0.04455 -0.1 0.2 0.3 0.171
H -2.76142 0.60051 1.22088 0.1 -0.4 -0.2 0.213
```
Forces are in eV/Å.

- Net charge: +1
- HOMO-LUMO gap (spin up / spin down): 6.68 / 6.70 eV
- 2S+1: 2
- LUMO (spin up / spin down): -5.4 / -5.9 eV



No. 5
Formula: C3H7O3
Source: the OMol25 dataset
Level of theory: ωB97M-V with the def2-TZVPD basis set

Geometry as XYZ:
```
13
Properties=species:S:1:pos:R:3:forces:R:3:nbo_charge:R:1
C -1.30604 1.68543 -1.52058 0.2 0.7 1.4 -0.246
O -0.35707 1.66017 -0.45921 0.1 -1.1 -0.1 -0.809
H -0.16770 0.66894 -0.27117 -0.3 0.8 -0.1 0.515
H -1.54079 0.69164 -1.89868 0.3 0.0 -0.3 0.185
H -2.25144 2.09741 -1.11807 0.1 0.0 -0.3 0.134
H -0.90186 2.39500 -2.24690 -0.3 -0.3 -0.5 0.145
C 1.40365 -1.05484 1.44961 -0.1 0.1 0.2 -0.743
C 0.31076 -1.73796 0.59218 0.3 0.7 -0.8 0.780
O -0.25118 -0.93234 -0.22157 0.0 -0.4 0.2 -0.824
O 0.07737 -2.94530 0.71998 0.1 0.0 0.3 -0.744
H 0.92291 -0.19279 1.92143 0.0 -0.2 0.4 0.210
H 2.21536 -0.58795 0.88691 -0.1 -0.3 -0.5 0.203
H 1.84601 -1.74741 2.16607 -0.1 0.1 0.2 0.194
```
Forces are in eV/Å.

- Net charge: -1
- HOMO-LUMO gap: 8.77 eV
- LUMO: 4.2 eV



No. 6
Formula: C3H7O3
Source: the OMol25 dataset
Level of theory: ωB97M-V with the def2-TZVPD basis set

Geometry as XYZ:
```
13
Properties=species:S:1:pos:R:3:forces:R:3:nbo_charge:R:1
C 0.95197 1.30678 -1.24560 0.4 -0.4 -0.1 -0.280
O -0.07610 0.98790 -2.20391 -0.2 0.5 0.2 -0.743
H -0.78018 1.63866 -2.08615 0.2 -0.4 0.0 0.457
H 1.90340 1.13633 -1.75769 0.0 0.2 0.1 0.150
H 0.93414 0.67133 -0.35245 -0.3 0.0 -0.1 0.250
H 0.90071 2.34180 -0.90160 0.0 0.1 -0.2 0.149
C -1.03418 -1.22320 0.76535 0.1 -0.2 0.5 -0.745
C 0.11944 -1.04319 1.78261 0.2 0.4 0.0 0.764
O 0.83676 -0.01420 1.65657 -0.2 -0.1 -0.1 -0.812
O 0.20809 -1.93000 2.65176 0.0 -0.2 0.2 -0.784
H -1.24546 -2.28328 0.71657 -0.1 -0.3 -0.2 0.198
H -0.79054 -0.83443 -0.21776 -0.1 0.2 -0.1 0.201
H -1.92806 -0.75449 1.19229 0.1 0.2 -0.2 0.195
```
Forces are in eV/Å.

- Net charge: -1
- HOMO-LUMO gap: 7.51 eV
- LUMO: 3.6 eV



Table of relative energy (zero: lowest compared OMol25 entry of this formula, charge and spin) (eV), in record order: 4.007, 0.625, 0.842, 0.000, 0.667, 1.162